Entry 1:
Computed, not measured: a molecular structure, C35H52BrN3NiOP2, with ωB97M-V with the def2-TZVPD basis set.

The geometry in XYZ format:
```
95
Properties=species:S:1:pos:R:3:forces:R:3
C 1.34501 -2.94736 2.71943 0.8 0.3 -0.1
C 2.11787 -2.10151 1.88534 0.3 -0.7 -0.5
C 3.28643 -2.54043 1.21149 -0.6 -0.1 1.1
C 3.70302 -3.83148 1.52600 -0.4 0.3 -0.3
N 2.98973 -4.63129 2.32965 0.3 -0.2 0.4
C 1.86904 -4.21899 2.93958 -0.1 0.4 -0.6
C 1.71026 -0.78281 1.71433 -3.2 3.1 -0.5
C 0.99494 0.27970 1.68052 2.4 -3.0 -0.1
C 1.08843 1.55131 2.34572 -0.2 0.1 -0.2
C 0.38006 2.62712 1.79255 0.9 0.8 0.6
C 0.73022 3.92437 2.19977 0.1 -1.2 0.1
C 1.75162 4.01105 3.14721 0.0 1.9 0.6
C 2.38246 2.95051 3.81251 -0.5 -0.4 -0.4
C 2.03817 1.66234 3.37928 -0.1 1.4 -0.3
Ni -0.18649 0.82353 -0.16728 3.3 -2.9 -0.2
P -0.40135 -1.73089 -1.03772 -0.3 -1.5 -0.9
H 3.83033 -1.86376 0.54111 -0.2 -0.4 0.4
H 0.42566 -2.57687 3.19486 0.6 -0.2 -0.2
H 4.63338 -4.19159 1.07799 -0.4 -0.3 0.3
H 1.32999 -4.88642 3.61606 0.5 -0.1 -0.3
H 2.54071 0.76733 3.73594 -0.1 0.2 0.1
H -0.38366 2.48388 1.00782 0.2 0.3 0.5
H 3.10599 3.12232 4.61842 -0.3 0.0 -0.5
H 0.23749 4.81101 1.81091 0.2 -0.2 0.1
C -1.51531 -1.84736 -2.54330 -0.1 0.5 0.3
C -1.47204 -3.04324 -3.49791 -0.1 -0.3 -0.1
H -1.30994 -0.93249 -3.11952 -0.1 -0.2 0.0
H -2.53986 -1.73756 -2.15865 0.2 0.1 0.0
H -2.19555 -2.85939 -4.30642 0.2 -0.1 0.2
H -0.49267 -3.18848 -3.97195 -0.2 0.1 0.2
H -1.77139 -3.98468 -3.01908 0.2 0.3 -0.1
C 1.10085 -2.69539 -1.60034 0.3 0.8 0.1
C 1.15322 -4.22612 -1.58444 0.0 -0.3 0.0
H 1.90715 -2.30542 -0.96156 0.0 -0.1 -0.3
H 1.31958 -2.34747 -2.61986 0.0 0.0 0.2
H 2.13476 -4.53260 -1.98015 -0.3 0.1 0.2
H 1.07118 -4.64825 -0.57208 -0.1 0.2 -0.3
H 0.39687 -4.69308 -2.23274 0.2 0.2 0.3
C -1.18564 -2.91224 0.16229 0.0 0.6 0.4
C -1.96185 -4.15158 -0.29861 0.0 -0.3 0.0
H -1.85382 -2.28466 0.77053 0.1 -0.1 0.0
H -0.37209 -3.21354 0.83771 -0.2 0.1 -0.1
H -2.33121 -4.66979 0.60051 0.1 0.2 -0.3
H -2.83788 -3.90337 -0.91262 0.3 0.0 0.1
H -1.34037 -4.87591 -0.84491 -0.2 0.4 0.2
Br 2.23926 5.85858 3.57452 -0.1 -1.2 0.0
P 1.35612 1.38872 -1.77575 0.1 0.5 0.3
C 1.61712 0.40809 -3.31888 -0.2 -0.3 0.0
C 1.87964 1.18995 -4.61276 0.1 0.2 -0.1
H 0.70933 -0.20857 -3.42555 0.2 0.2 -0.1
H 2.43194 -0.31484 -3.14512 -0.2 0.3 0.2
H 1.96548 0.49513 -5.46543 -0.1 0.2 0.4
H 1.05521 1.88411 -4.83011 0.3 -0.2 0.0
H 2.81982 1.76117 -4.55709 -0.4 -0.2 0.0
C 0.45457 2.95489 -2.16984 0.1 0.1 0.0
C 1.26968 4.15521 -2.64435 0.0 0.3 -0.1
H -0.05544 3.21722 -1.22628 0.1 0.0 -0.2
H -0.36218 2.72394 -2.87228 0.3 -0.1 0.1
H 0.59385 5.00993 -2.81100 0.3 -0.3 0.0
H 2.00373 4.45108 -1.88116 -0.2 -0.1 -0.3
H 1.79169 3.94093 -3.58761 -0.1 0.1 0.3
C 3.00041 1.75982 -1.03011 0.1 0.0 0.0
C 4.15345 2.06926 -1.99658 0.1 0.1 -0.1
H 3.22514 0.86383 -0.42847 0.0 0.2 -0.2
H 2.88833 2.57779 -0.29947 -0.2 -0.2 -0.2
H 5.07503 2.29133 -1.43339 -0.4 -0.1 -0.2
H 4.36344 1.21246 -2.65302 0.0 0.3 0.1
H 3.93348 2.94847 -2.62259 0.1 -0.3 0.2
C -5.83832 -0.44586 4.88646 0.1 -0.4 0.2
C -5.92488 1.00607 4.47871 -0.1 0.1 0.5
N -5.65947 1.20576 3.06027 0.7 0.2 -0.4
C -6.71222 1.82970 2.24610 0.1 -0.6 0.1
C -6.43154 3.27343 1.86783 -0.2 0.1 0.0
C -4.36569 1.00666 2.68489 -1.6 0.0 1.4
O -3.51784 0.70738 3.52886 -0.1 0.1 -0.8
C -3.96209 1.09639 1.24508 0.7 -0.3 -0.4
C -4.65142 1.42857 0.06076 -0.1 0.3 0.5
C -4.01367 1.45431 -1.17584 0.1 -0.3 -0.4
C -2.67468 1.12248 -1.24322 -0.2 0.5 1.3
N -2.00438 0.93170 -0.07611 -2.3 -0.8 0.0
C -2.60903 0.79098 1.14113 0.1 0.8 -2.2
H -6.45137 -1.07270 4.24327 -0.1 -0.1 0.0
H -6.18896 -0.56667 5.91272 0.0 0.0 -0.1
H -4.80790 -0.80247 4.84330 -0.2 0.0 0.0
H -6.92982 1.39414 4.66924 0.3 0.0 0.1
H -5.18965 1.56607 5.06517 -0.2 0.1 -0.1
H -6.86060 1.19969 1.36588 -0.3 0.1 0.1
H -7.62659 1.75797 2.85193 0.3 0.1 -0.4
H -5.46646 3.39932 1.35923 -0.3 0.1 0.2
H -7.22763 3.61919 1.19653 0.2 0.1 0.1
H -6.44252 3.88943 2.76822 0.1 0.1 -0.1
H -5.69578 1.72905 0.09477 0.4 -0.2 -0.1
H -4.53503 1.73912 -2.08904 -0.1 -0.2 0.3
H -2.09527 1.03746 -2.17373 -0.4 0.3 0.5
H -1.99029 0.47418 1.98925 -0.4 0.4 -0.3
```
Positions in Å, forces in eV/Å.

## Properties
Molecular weight: 731.366 g mol⁻¹
Energy relative to the best compared isomer or geometry (same formula, charge and spin): 0.00 kcal per mole
2S+1: 3
Calculated total energy: -173303.61590 eV
HOMO-LUMO gap (spin up / spin down): 7.26 / 6.71 eV
HOMO (spin up / spin down): -13.63 / -13.62 eV
⟨S²⟩: 2.011
Charge: +2

Entry 2:
Computed, not measured: a single CH3N2OP molecule, with ωB97M-V with the def2-TZVPD basis set.

The geometry in XYZ format:
```
8
Properties=species:S:1:pos:R:3:forces:R:3
C -0.95666 -0.33901 0.08361 1.1 -0.2 -0.9
N -0.74913 1.07033 0.04739 0.1 1.4 -1.2
N 0.32296 0.21902 0.49376 1.5 -0.7 -0.4
O 2.64484 -1.02187 0.27067 0.7 -1.2 0.1
P 2.08355 0.29030 0.04510 -3.1 0.9 0.5
H -1.71565 -0.54871 0.74866 -0.9 -0.9 2.2
H -1.07296 -1.00719 -0.77068 0.7 0.6 -0.4
H -0.55695 1.33715 -0.91851 0.0 0.2 0.0
```
Positions in Å, forces in eV/Å.

## Properties
Molecular weight: 90.022 g mol⁻¹
Energy relative to the best compared isomer or geometry (same formula, charge and spin): 58.48 kcal per mole
Calculated total energy: -15399.71321 eV
HOMO-LUMO gap: 8.85 eV
HOMO: -9.28 eV
SMILES string: O=PN1CN1

Entry 3:
Computed, not measured: 2 unconnected molecules or ions with the total composition C10H11ClF2NO, with ωB97M-V with the def2-TZVPD basis set.

The geometry in XYZ format:
```
26
Properties=species:S:1:pos:R:3:forces:R:3
C 0.36830 -0.47206 -1.60423 0.4 -0.3 0.3
C 0.78645 0.76625 -2.01964 -0.5 1.4 0.3
C -0.37854 -0.51282 -0.43572 1.4 -2.1 -0.1
C 0.48623 1.88100 -1.29668 -1.1 -0.8 0.7
C -0.66966 0.64361 0.26866 -0.6 -1.0 -0.1
C -0.60656 -1.99713 0.16210 0.1 1.1 0.7
C -1.47460 0.35769 1.47567 -0.1 1.0 2.1
C -1.85052 -2.64647 -0.32694 0.7 -1.6 0.0
C -0.42531 3.09291 0.56558 -1.2 3.1 -3.2
C 3.47361 -0.77265 0.20283 0.8 0.5 -1.5
N -0.28680 1.86505 -0.18513 1.8 -1.0 -1.0
O 0.16589 -2.48167 0.94518 -0.1 0.7 -0.7
F 2.97777 0.37983 0.64648 0.0 -0.2 0.1
F 4.36281 -0.50421 -0.80210 -1.0 -0.3 1.2
Cl 4.02130 -1.87091 1.36022 0.1 0.0 0.2
H 0.77684 -1.30274 -2.21935 -0.9 0.2 0.8
H 1.21990 0.83810 -2.95353 1.3 0.4 -1.6
H -0.87157 -0.19098 2.25642 -0.5 0.5 -0.9
H -1.91776 1.23028 1.99033 0.3 -0.3 -0.4
H -2.29925 -0.27905 1.18419 -0.2 -0.2 0.0
H -2.22874 -1.97248 -1.04323 -0.9 0.3 -1.2
H -2.58974 -2.72420 0.49279 0.5 -0.4 -0.4
H -1.55640 -3.65844 -0.79050 -0.8 1.4 0.8
H 0.39066 3.83800 0.29031 -1.0 -1.3 0.4
H -1.41521 3.58629 0.27507 1.3 -0.6 0.4
H -0.45911 2.90680 1.56120 0.2 -0.6 3.0
```
Positions in Å, forces in eV/Å.

## Properties
Molecular weight: 234.653 g mol⁻¹
Energy relative to the best compared isomer or geometry (same formula, charge and spin): 87.44 kcal per mole
Calculated total energy: -32031.40558 eV
HOMO-LUMO gap (spin up / spin down): 9.10 / 6.06 eV
HOMO (spin up / spin down): -13.73 / -12.01 eV
Charge: +1

Entry 4:
Computed, not measured: a single C4H9NO molecule, with ωB97M-V with the def2-TZVPD basis set.

The geometry in XYZ format:
```
15
Properties=species:S:1:pos:R:3:forces:R:3
C 2.31490 0.79586 0.61862 -0.1 0.0 0.0
C 1.26602 0.11915 -0.25791 0.2 0.0 -0.2
N -0.11683 0.17230 0.19090 -0.2 -0.4 -0.1
C -0.67396 -0.95375 0.32268 0.2 0.2 -0.1
O -1.99740 -1.15489 0.29532 0.0 0.1 0.1
C -2.76941 -0.06624 -0.21382 -0.2 0.2 0.0
H 1.94311 1.73211 1.04511 0.0 -0.1 -0.1
H 2.64235 0.14119 1.43257 -0.1 0.1 0.0
H 3.19192 1.02831 0.00373 -0.1 0.0 0.2
H 1.55669 -0.92576 -0.45611 0.1 0.2 0.0
H 1.24030 0.61956 -1.23286 0.2 -0.1 0.1
H -0.14414 -1.90811 0.42148 -0.1 0.1 -0.1
H -3.60301 -0.50778 -0.76609 0.1 0.1 0.2
H -2.15380 0.55795 -0.86945 -0.2 -0.1 0.1
H -3.14078 0.54789 0.61050 0.0 0.0 -0.1
```
Positions in Å, forces in eV/Å.

## Properties
Molecular weight: 87.122 g mol⁻¹
Energy relative to the best compared isomer or geometry (same formula, charge and spin): 39.82 kcal per mole
Calculated total energy: -7830.59326 eV
HOMO-LUMO gap: 10.55 eV
HOMO: -9.44 eV
SMILES string: CC/N=C/OC

Q: Which formula does entry 2 have?
A: CH3N2OP

Q: Which of these has the lowest molecular weight?
A: C4H9NO

Q: What is the formula in the first record?
A: C35H52BrN3NiOP2

Q: Among the records above, which one has the lowest energy relative to the best compared isomer or geometry (same formula, charge and spin)?
A: C35H52BrN3NiOP2